(1)
Formula: C7H10N4O3
Source: OMol25
Level of theory: wB97M-V/def2-TZVPD

```
24
Properties=species:S:1:pos:R:3:forces:R:3:lowdin_charge:R:1
C 2.7935 0.0934 0.0731 0.1 0.2 -0.1 -0.269
C 0.1011 -2.6356 -0.0618 -0.3 -0.8 0.2 -0.725
C -1.3970 1.7384 -0.7345 0.2 -0.4 0.1 -0.044
C -2.5060 -0.3809 0.0716 0.3 -0.1 -0.1 -0.043
C -0.3874 0.4146 1.1540 0.1 -0.1 -0.2 -0.038
C 0.3996 -1.4111 -0.8614 0.4 0.8 -0.9 -0.030
C -1.1644 0.3320 -0.1550 -0.7 0.5 0.5 -0.609
N 3.1765 0.8906 -0.9242 -0.6 -0.7 0.1 -0.125
N 3.4210 0.3392 1.2241 -0.7 -0.6 -0.3 -0.125
N 4.0983 1.6670 -0.3580 0.5 0.4 0.4 -0.216
N 4.2409 1.3406 0.9127 0.5 0.6 -0.2 -0.215
O 0.7423 -3.6414 -0.4531 0.2 0.1 -0.1 -0.091
O -0.7613 -2.6213 0.8541 0.0 0.2 0.2 -0.108
O -0.4284 -0.3494 -1.1669 0.5 -0.7 0.3 -0.077
H -2.0398 2.3235 -0.0760 0.0 0.0 0.1 0.069
H -0.4402 2.2434 -0.8487 0.1 0.1 0.0 0.081
H -1.8676 1.6598 -1.7150 -0.1 0.0 -0.1 0.070
H -2.2699 -1.3896 0.4160 -0.1 0.0 0.0 0.055
H -3.0726 -0.4273 -0.8588 -0.1 0.0 -0.1 0.071
H -3.0959 0.1356 0.8278 -0.1 0.2 0.1 0.070
H -0.8705 1.1113 1.8394 -0.1 0.1 0.0 0.078
H -0.3509 -0.5788 1.5970 0.0 0.0 0.1 0.073
H 0.6344 0.7352 0.9580 0.0 0.1 0.1 0.052
H 1.0444 -1.5890 -1.7145 0.1 0.1 0.2 0.095
```
Positions in Å, forces in eV/Å.

Total charge   -2
LUMO level (spin up / spin down)   5.571 / 5.572 eV
Energy   -19519.63521 eV

(2)
Formula: C5H6N3OS
Source: OMol25
Level of theory: wB97M-V/def2-TZVPD

```
16
Properties=species:S:1:pos:R:3:forces:R:3:lowdin_charge:R:1
C 0.5830 -1.5703 -3.0188 0.3 -0.7 -0.9 -0.440
C 0.2630 -3.0811 -0.8193 0.8 0.7 0.0 -0.387
C 0.3238 0.1699 -1.3596 0.1 -1.3 -2.3 -0.098
C -0.5073 -2.9744 0.2377 -2.1 -1.7 0.0 -0.263
C 0.0299 1.6816 0.4949 0.6 1.0 0.9 -0.130
N 0.3662 -0.4218 -2.4065 0.0 -0.5 2.1 0.096
N 0.1114 3.0104 0.6960 -0.1 -2.0 -1.5 0.185
N 0.1468 1.1682 -0.6860 -0.6 2.1 2.5 0.169
O -0.3049 -2.9844 1.5739 -0.1 0.5 -0.8 0.060
S 0.5685 -3.1776 -2.3931 -0.2 1.7 0.1 1.100
H 0.9976 -1.3333 -3.9852 0.1 -1.2 -0.5 0.082
H -1.5816 -3.1968 0.0791 0.4 0.4 -0.1 0.146
H -0.0363 1.1620 1.4729 -0.1 -0.4 -1.0 0.163
H -0.1398 3.3605 1.5623 -0.4 0.6 2.0 0.095
H -0.0232 3.6367 -0.0569 0.2 0.6 -1.0 0.120
H 0.4716 -2.4738 1.7653 1.1 0.1 0.5 0.100
```
Positions in Å, forces in eV/Å.

Total charge   +1
LUMO level (spin up / spin down)   -4.759 / -5.024 eV
Energy   -22623.55418 eV

(3)
Formula: C32H88N8O8
Source: OMol25
Level of theory: wB97M-V/def2-TZVPD

```
136
Properties=species:S:1:pos:R:3:forces:R:3:lowdin_charge:R:1
C 5.9918 -12.5439 7.3499 1.0 0.3 -0.8 -0.041
C 5.6404 -13.7636 8.1768 0.5 -0.1 0.5 -0.429
C 4.1273 -13.9204 8.2757 0.1 0.5 -0.9 -0.204
O 3.5648 -12.7347 8.7801 0.3 0.2 0.8 -0.208
C 2.2194 -12.4764 8.4699 0.3 0.0 -0.1 -0.094
N 6.2595 -15.0225 7.7034 -0.6 0.4 -0.6 0.053
H 5.7464 -11.5885 7.8124 -0.4 -0.1 0.1 0.082
H 5.6148 -12.5943 6.3228 -0.4 0.0 0.2 0.058
H 7.0746 -12.4831 7.1770 0.0 -0.3 0.3 0.066
H 6.1019 -13.6010 9.1479 -0.3 0.2 0.1 0.082
H 3.8143 -14.8075 8.8340 0.0 -0.1 0.0 0.130
H 3.8103 -13.9618 7.2178 -0.2 -0.6 0.1 0.123
H 1.5087 -13.0261 9.0972 0.1 -0.2 -0.1 0.096
H 2.0577 -12.7070 7.4095 -0.3 0.1 0.0 0.081
H 2.0838 -11.4127 8.6675 -0.2 0.0 -0.2 0.069
H 5.6267 -15.4444 7.0238 0.1 -0.1 0.0 0.060
H 7.0746 -14.7506 7.1471 -0.1 -0.1 0.2 0.010
C 3.7735 -4.7931 10.6832 -0.2 -0.7 0.9 -0.050
C 4.8851 -5.5856 10.0133 0.0 0.3 -0.4 -0.429
C 4.4097 -6.1948 8.6991 0.9 -0.9 0.1 -0.220
O 3.5325 -7.2693 8.9714 0.0 0.2 -0.1 -0.205
C 3.1279 -7.9389 7.8042 0.0 -0.1 -0.4 -0.114
N 6.0576 -4.7164 9.7932 -0.3 -0.1 -0.4 0.036
H 3.1204 -4.3177 9.9535 0.1 0.4 0.1 0.083
H 4.1775 -4.1257 11.4449 0.1 0.4 -0.4 0.078
H 3.1396 -5.4508 11.2895 -0.1 -0.2 -0.4 0.061
H 5.1924 -6.4287 10.6323 0.1 0.1 0.2 0.118
H 5.3055 -6.6179 8.2122 -0.1 0.1 -0.2 0.126
H 3.9847 -5.4546 8.0079 -0.2 0.0 0.1 0.131
H 2.3692 -8.6608 8.0961 -0.2 0.1 -0.2 0.061
H 3.9108 -8.5091 7.2796 0.3 0.2 0.4 0.095
H 2.7566 -7.2123 7.0716 -0.4 -0.2 0.0 0.097
H 6.8315 -5.2671 9.4317 0.0 -0.1 0.1 0.067
H 5.8184 -4.1021 9.0164 0.1 0.3 0.2 0.072
C 10.2420 -13.6370 7.7304 0.6 0.5 0.0 -0.055
C 10.1842 -14.1931 6.3230 -1.2 -0.5 0.2 -0.410
C 11.2956 -15.1931 6.0053 -0.6 0.3 -1.2 -0.243
O 12.5153 -14.7048 6.4668 0.4 -0.2 0.4 -0.188
C 13.6344 -15.3132 5.8403 -0.6 0.1 -0.1 -0.091
N 8.8413 -14.8153 6.1429 0.8 0.1 -0.3 0.018
H 10.1198 -14.4098 8.4921 0.0 -0.1 -0.1 0.088
H 9.4866 -12.8734 7.9138 -0.1 -0.1 -0.2 0.066
H 11.2173 -13.1660 7.8679 0.0 -0.1 0.2 0.077
H 10.2142 -13.4062 5.5679 0.2 0.3 0.2 0.139
H 11.3220 -15.2770 4.9012 0.1 0.0 0.1 0.123
H 11.0034 -16.2092 6.3153 0.4 0.1 0.6 0.129
H 14.5316 -14.9656 6.3410 0.0 0.0 0.1 0.088
H 13.6505 -15.0081 4.7876 0.2 -0.1 0.0 0.088
H 13.5483 -16.4018 5.8966 0.2 0.0 0.0 0.089
H 8.7770 -15.6262 6.7533 0.0 -0.1 -0.1 0.074
H 8.7826 -15.1461 5.1842 -0.2 -0.2 0.1 0.080
C 2.5771 -9.3472 0.2336 0.3 0.3 -0.7 -0.075
C 2.5585 -10.5818 1.1003 -0.8 -0.3 -0.1 -0.447
C 3.2409 -10.3542 2.4097 0.5 1.4 0.9 -0.247
O 3.4203 -11.5812 3.0597 -0.1 -0.2 -0.1 -0.175
C 4.1262 -11.5399 4.2730 0.8 -0.1 -0.2 -0.111
N 1.1512 -10.9706 1.3647 0.4 -0.1 -0.1 0.041
H 3.5945 -9.0007 0.0289 0.0 0.0 0.3 0.078
H 2.0004 -8.5265 0.6599 0.0 -0.1 0.2 0.082
H 2.1660 -9.5395 -0.7615 -0.2 -0.2 0.2 0.076
H 3.0713 -11.4107 0.5973 0.3 0.2 0.0 0.141
H 2.6931 -9.6330 3.0464 -0.5 -0.4 -0.2 0.124
H 4.1807 -9.7815 2.3029 0.3 -0.7 -0.4 0.128
H 4.8972 -10.7573 4.2858 -0.2 0.2 -0.1 0.094
H 4.6972 -12.4684 4.3186 -0.3 -0.1 0.3 0.079
H 3.4920 -11.4203 5.1548 -0.1 0.0 -0.1 0.072
H 1.1660 -11.7012 2.0707 -0.1 0.0 0.0 0.064
H 0.7963 -11.4188 0.5259 -0.2 0.1 0.0 0.070
C -2.3540 -7.6784 7.6262 -0.1 -0.6 -0.2 -0.064
C -1.1915 -8.2949 8.3795 0.9 0.8 0.7 -0.409
C -0.5444 -9.4847 7.6953 -1.0 -0.6 -1.2 -0.202
O 0.2745 -9.0505 6.6271 0.0 0.6 0.1 -0.213
C 0.7311 -10.0780 5.7938 0.1 -0.9 1.0 -0.097
N -0.1685 -7.2441 8.6836 0.0 -0.9 -0.1 0.076
H -2.0679 -7.2809 6.6518 0.1 0.1 0.1 0.081
H -2.8037 -6.8888 8.2226 0.0 0.1 0.0 0.074
H -3.0962 -8.4638 7.4506 -0.1 0.2 0.0 0.076
H -1.5689 -8.6630 9.3382 0.0 0.1 0.0 0.134
H -1.3617 -10.0653 7.2270 0.1 -0.2 0.3 0.125
H -0.0004 -10.1642 8.3626 0.1 0.2 0.2 0.115
H -0.0500 -10.8375 5.6434 -0.2 0.4 -0.6 0.096
H 1.4993 -10.6792 6.3096 0.3 0.4 -0.2 0.058
H 1.1295 -9.6320 4.8903 -0.1 -0.2 -0.2 0.083
H 0.4519 -7.2638 7.8747 -0.2 0.4 -0.1 0.047
H 0.4360 -7.6513 9.3977 -0.3 0.4 0.1 0.019
C -0.8716 -5.0906 12.9604 1.3 0.2 0.1 -0.066
C -0.8844 -6.5111 12.4654 -1.9 -1.0 0.7 -0.439
C 0.4667 -7.1197 12.2442 0.5 0.6 -0.6 -0.214
O 0.2892 -8.3956 11.6642 -0.3 -0.1 0.1 -0.191
C 1.4759 -8.9305 11.1665 0.9 -0.7 -0.2 -0.112
N -1.6617 -7.3615 13.4338 0.4 0.1 -0.5 0.036
H -0.3787 -5.0455 13.9365 -0.1 -0.1 0.0 0.082
H -1.8454 -4.6255 13.0767 -0.2 -0.1 -0.3 0.075
H -0.2359 -4.5104 12.2824 -0.3 0.3 0.0 0.079
H -1.4338 -6.5814 11.5182 0.4 0.3 -0.3 0.132
H 1.0952 -7.1980 13.1396 -0.2 0.0 0.2 0.140
H 0.9878 -6.4510 11.5372 0.1 -0.2 0.0 0.118
H 1.3630 -10.0011 10.9747 -0.4 0.1 0.0 0.094
H 2.3228 -8.8661 11.8634 -0.2 0.3 0.1 0.091
H 1.7934 -8.4694 10.2253 0.1 0.2 0.2 0.053
H -2.6438 -7.1456 13.2898 0.0 0.1 0.2 0.064
H -1.5731 -8.3170 13.0961 0.0 0.0 0.2 0.057
C 2.8021 -18.0112 6.8364 -0.4 1.8 1.0 -0.076
C 3.8519 -18.6236 7.7570 0.2 -1.8 -1.6 -0.410
C 3.3039 -19.0026 9.1062 -0.5 1.4 0.4 -0.225
O 2.1793 -19.8243 8.9207 0.0 -0.3 -0.3 -0.197
C 1.4758 -20.0948 10.0984 0.1 -0.1 0.6 -0.113
N 4.3297 -19.8853 7.1036 -0.1 0.0 0.0 0.024
H 1.9454 -18.6607 6.6835 0.3 -0.3 -0.3 0.076
H 3.2395 -17.6088 5.9226 0.0 -0.6 -0.2 0.072
H 2.3551 -17.1042 7.2835 0.1 -0.1 0.2 0.072
H 4.7452 -18.0042 7.8278 -0.2 0.3 0.4 0.126
H 2.9534 -18.0589 9.5654 0.1 -0.1 0.2 0.125
H 4.0438 -19.4398 9.7824 0.1 -0.2 -0.2 0.131
H 1.2381 -19.1790 10.6565 -0.1 0.0 -0.2 0.089
H 2.0494 -20.7270 10.7921 0.1 0.0 -0.2 0.090
H 0.5636 -20.6242 9.8354 -0.1 0.1 0.0 0.088
H 4.4765 -19.7041 6.1140 0.3 0.2 0.1 0.059
H 3.5467 -20.5347 7.0797 0.0 0.0 0.3 0.061
C 7.6186 -12.8790 11.2716 0.0 -0.5 -0.4 -0.062
C 6.3142 -12.6470 12.0392 0.3 -0.4 0.2 -0.426
C 6.0269 -11.1983 12.3413 0.3 0.2 0.5 -0.228
O 5.6602 -10.5164 11.1681 -0.1 0.0 -0.1 -0.181
C 5.4577 -9.1412 11.3801 0.1 0.3 -0.4 -0.113
N 5.1262 -13.2597 11.4540 -0.5 0.2 -0.4 0.060
H 7.7913 -12.1947 10.4388 -0.1 0.1 0.1 0.074
H 7.5853 -13.8896 10.8471 0.0 0.1 0.0 0.072
H 8.4938 -12.8844 11.9230 -0.1 0.3 0.1 0.074
H 6.4728 -13.1234 13.0154 -0.1 0.1 0.0 0.129
H 6.9063 -10.7200 12.7988 0.1 -0.1 -0.1 0.131
H 5.2377 -11.1444 13.1067 -0.2 0.1 -0.2 0.128
H 6.3896 -8.5577 11.3319 0.1 -0.3 0.2 0.090
H 4.9879 -8.9442 12.3487 -0.1 0.0 0.0 0.090
H 4.8369 -8.7656 10.5643 -0.2 -0.1 0.2 0.070
H 4.6155 -12.5958 10.8770 0.1 0.2 0.2 0.054
H 5.3409 -13.9827 10.7818 0.3 -0.3 0.4 0.044
```
Positions in Å, forces in eV/Å.

Total charge   0
LUMO level   0.481 eV
SMILES   COC[C@H](C)N.COC[C@H](C)N.COC[C@H](C)N.COC[C@H](C)N.COC[C@H](C)N.COC[C@H](C)N.COC[C@H](C)N.COC[C@H](C)N
Energy   -62907.21774 eV

(4)
Formula: C5H9NO3
Source: OMol25
Level of theory: wB97M-V/def2-TZVPD

```
18
Properties=species:S:1:pos:R:3:forces:R:3:lowdin_charge:R:1
O 2.3559 -1.1625 -1.1855 0.0 0.2 0.8 0.075
C 2.3885 -0.6338 -0.1028 -0.2 0.1 -0.8 -0.325
H 3.3123 -0.3555 0.4324 -0.3 -0.2 0.0 0.151
O 1.0974 -1.7630 3.1085 -0.3 0.7 -0.1 -0.067
H 1.6401 -1.7497 3.9018 0.0 0.0 0.1 0.034
O 1.3161 -0.2064 0.5883 0.4 0.1 0.1 -0.058
C 0.0106 -0.4207 0.0401 -0.2 -0.3 -0.2 -0.184
C -0.4478 0.8064 -0.7357 0.1 0.2 0.0 -0.169
C -1.9182 0.6754 -1.1558 -0.1 -0.3 0.0 -0.184
C -2.4053 1.8365 -1.9078 -0.3 0.8 -0.3 -0.228
N -2.7985 2.7642 -2.4746 0.4 -0.9 0.5 0.140
H 0.0220 -1.3159 -0.5958 0.0 0.2 0.2 0.135
H -0.6354 -0.6097 0.9061 0.1 0.0 -0.2 0.130
H -0.3217 1.6962 -0.1042 0.0 -0.2 -0.2 0.129
H 0.1846 0.9322 -1.6239 -0.1 0.0 0.2 0.130
H -2.0627 -0.2125 -1.7893 0.1 0.2 0.2 0.129
H -2.5669 0.5508 -0.2758 0.2 0.0 -0.2 0.126
H 0.8290 -0.8320 2.9739 0.3 -0.7 0.1 0.035
```
Positions in Å, forces in eV/Å.

Total charge   0
LUMO level   0.451 eV
SMILES   N#CCCCOC=O.O
Energy   -12963.13422 eV